C23H27BN9O5PmS6Sb | ωB97M-V/def2-TZVPD

```
! wB97M-V def2-TZVPD RIJCOSX def2/J DEFGRID3
* xyz -2 6
N 1.262 3.133 -0.460
S -4.031 -0.439 0.852
H -4.095 -1.388 2.994
C -1.251 1.892 2.898
H -3.693 -2.577 1.712
H 0.677 -4.141 -1.327
C -1.838 3.775 -2.067
C -1.279 7.143 0.151
H -3.356 3.143 -3.542
C -1.431 5.789 0.330
H 0.550 -2.613 3.360
Pm -0.145 -0.183 0.050
H 3.609 -7.986 -2.339
S 0.200 0.171 -3.001
H 2.245 -2.362 2.964
C 3.483 -7.884 -1.258
H -1.600 4.811 -2.246
H -1.649 0.989 3.335
B -0.160 3.625 -0.086
H 2.697 -8.582 -0.959
N -0.505 3.160 1.353
Sb -0.986 -1.769 -3.065
C -0.329 3.840 2.506
C 2.404 3.754 -0.814
O -2.546 -0.334 0.825
N -0.304 5.176 -0.088
C -4.347 -1.748 1.997
H -3.017 0.752 -2.243
N 0.596 6.081 -0.550
O 1.521 -1.497 -0.878
S -1.451 -2.586 -0.964
N -1.063 1.954 1.592
H -0.796 3.285 4.589
H 0.545 8.155 -0.702
C 1.131 -0.577 3.099
H -5.399 -2.033 1.946
H -1.990 7.920 0.379
N -1.221 3.083 -1.081
O 3.305 -1.655 0.821
C 3.133 -6.468 -0.871
H 0.116 4.822 2.505
C 1.609 -4.583 -0.985
H -5.675 -1.295 -0.555
C -2.724 2.930 -2.695
H -4.140 -2.270 -0.684
H -2.250 5.209 0.726
H 4.427 2.961 -1.192
H 4.908 -6.146 0.284
H -4.250 -0.705 -1.480
C 3.395 2.803 -0.926
C 3.980 -5.711 -0.072
C 3.663 -4.396 0.265
S 0.023 -3.447 -4.407
C 0.013 7.261 -0.405
H 1.278 -6.453 -1.958
C 2.479 -3.837 -0.191
H 4.332 -3.795 0.865
O 1.184 -0.249 4.283
N 1.483 1.798 -0.334
N 0.872 -2.258 1.308
H 2.413 4.820 -0.959
S -2.939 -1.642 -4.299
C 1.950 -5.882 -1.322
C -2.563 1.708 -2.020
S 2.051 -2.192 0.325
O 0.985 0.209 2.090
C 2.759 1.595 -0.612
C 1.228 -2.044 2.724
C -4.582 -1.278 -0.614
H 4.412 -8.203 -0.784
C -0.807 3.062 3.535
N -1.666 1.804 -1.058
H 3.159 0.593 -0.572
*
```

The frontier orbital gap (alpha / beta) is 0.2321 / 0.2050 Ha. The energy above the lowest of the compared OMol25 structures with the same formula, charge and spin comes out at 13.09 kcal/mol. As for the expectation value of S²: 8.764. As for the LUMO energy (alpha / beta): 3.73 / 3.04 eV. The calculation puts the HOMO energy (alpha / beta) at -0.09496 / -0.09321 Ha. Its largest force on an atom is 1.69 eV Å⁻¹.

C23H27BaClNO | ωB97M-V/def2-TZVPD

```
! wB97M-V def2-TZVPD RIJCOSX def2/J DEFGRID3
* xyz -1 1
H 2.265 -0.736 -6.262
Ba -0.482 0.698 0.129
H -1.927 -1.940 2.322
C 2.522 0.261 0.782
C -0.388 -2.344 -0.626
H -0.267 2.539 -2.910
C 0.988 1.934 -4.569
H 2.767 -0.123 1.770
C -0.317 2.462 -4.014
C 2.176 2.630 -4.310
H 2.113 3.596 -3.796
H -1.253 0.683 3.417
H 2.539 2.488 1.062
C 2.362 -0.523 -0.385
H -3.874 -2.692 -2.264
C -1.660 -1.844 -1.012
H -1.771 -2.069 -4.464
H 0.257 -0.465 3.277
C 2.255 0.202 -5.705
H -2.160 0.613 -1.728
N -1.459 1.659 -4.471
C 2.147 0.353 -1.477
O -3.412 0.569 -4.110
C 2.406 1.625 0.411
H 2.097 0.061 -2.528
H 2.455 -1.608 -0.449
H -3.951 -1.426 -3.526
C -2.088 -1.464 -2.406
H -3.481 -1.338 0.191
H 4.326 2.619 -4.446
H -1.951 2.058 -5.264
C -1.351 -2.287 -3.471
C -1.622 -1.989 1.281
C 2.172 1.682 -0.983
C -3.608 -1.655 -2.515
H -0.463 3.494 -4.379
H -0.575 0.121 -2.570
H -0.275 -2.059 -3.495
C 3.405 2.083 -4.689
C -2.428 -1.633 0.171
C 1.022 0.756 -5.324
H 0.080 0.275 -5.608
C -0.251 0.469 3.046
H -1.478 -3.361 -3.269
H 4.409 0.416 -5.637
C 3.447 0.856 -5.368
Cl 0.762 1.812 3.116
H -4.137 -0.977 -1.834
H 0.395 -2.650 -1.321
H 0.465 -2.803 1.384
C -1.683 0.041 -2.563
C -0.362 -2.429 0.793
C -2.240 0.761 -3.777
H 2.116 2.591 -1.583
*
```

The frontier orbital gap is 0.1623 Ha. The energy above the lowest of the compared OMol25 structures with the same formula, charge and spin comes out at 0.00 kcal/mol. As for the LUMO energy: 1.97 eV. The calculation puts the HOMO energy at -0.09006 Ha. Its largest force on an atom is 3.06 eV Å⁻¹.

C23H27Br2N5OPd | ωB97M-V/def2-TZVPD

```
! wB97M-V def2-TZVPD RIJCOSX def2/J DEFGRID3
* xyz -2 1
H 2.723 -0.312 -1.251
C 0.662 -2.330 1.178
H -2.257 0.018 -1.268
Br 7.580 0.821 -1.756
H 0.060 4.696 1.677
H -0.205 -0.999 -1.817
C 5.787 1.082 -1.097
C 3.148 1.518 -0.216
C 0.226 3.474 0.091
H 6.300 2.845 0.012
H -4.344 2.994 0.993
C -0.170 -1.754 -1.030
H -0.618 5.315 0.301
C -2.268 0.936 -0.693
C 1.314 2.651 0.936
H -2.434 -2.753 4.149
H 0.594 2.685 -1.698
H -1.376 -3.175 -2.121
H -1.741 -3.572 2.759
C -1.268 -0.408 4.027
C 0.188 -1.356 2.290
C -1.212 -1.461 2.906
O 0.789 2.037 2.020
C -3.465 1.413 -0.180
C 0.022 -3.660 0.902
H 1.742 -2.512 1.386
H 0.920 -1.386 3.118
C -1.086 2.734 0.085
C -0.822 -2.961 -1.217
N 0.596 -1.464 -0.006
H 1.617 3.894 -1.315
H -2.114 -0.098 1.529
N 1.860 1.683 0.026
Pd 0.650 0.230 1.005
C -0.629 -3.964 -0.235
C 5.507 2.164 -0.279
H 5.040 -0.709 -2.032
H -0.921 0.548 3.632
H 2.044 3.454 1.236
C -2.268 -1.131 1.850
H -2.187 4.183 1.232
C 4.796 0.167 -1.441
N 0.635 3.625 -1.307
H -2.156 -1.790 0.990
H 4.039 3.218 0.821
H -4.386 0.868 -0.334
C -2.233 3.254 0.682
H -3.282 -1.241 2.247
H -1.002 -4.968 -0.414
C 3.519 0.385 -1.012
C -1.539 -2.830 3.527
N 0.175 4.803 0.677
H -2.277 -0.291 4.424
C -3.440 2.588 0.553
Br 0.559 -5.117 2.069
C 4.225 2.380 0.163
H -0.611 -0.696 4.848
H -0.723 -3.191 4.152
N -1.096 1.549 -0.549
*
```

The frontier orbital gap is 0.1805 Ha. The energy above the lowest of the compared OMol25 structures with the same formula, charge and spin comes out at 10.38 kcal/mol. As for the LUMO energy: 4.32 eV. The calculation puts the HOMO energy at -0.02170 Ha. Its largest force on an atom is 1.69 eV Å⁻¹.

C23H27F10N3O4S2SeSr | ωB97M-V/def2-TZVPD

```
! wB97M-V def2-TZVPD RIJCOSX def2/J DEFGRID3
* xyz -2 1
H 0.740 -1.391 1.717
F 2.790 1.507 -1.338
F -3.681 3.092 0.073
H -3.096 -0.830 -5.133
F 3.996 0.871 -3.591
H 1.954 -0.993 3.820
F 4.083 -3.665 -2.298
H -4.799 -1.038 -0.035
C -3.523 -2.164 -1.367
H 3.020 0.154 3.010
C 2.706 -0.743 -0.516
H 0.091 -3.191 0.165
C -1.153 -2.401 -2.806
F -2.987 4.995 0.780
F 0.680 2.287 -3.643
H 0.950 1.411 6.155
S -1.051 3.364 0.859
F -1.353 2.973 -3.617
H 2.421 3.576 2.077
C 4.081 -1.430 -3.046
C -0.022 -3.523 -0.869
H -2.468 -3.118 0.229
C -2.126 -1.169 -4.768
O -0.328 4.590 0.980
C 3.128 -2.072 -0.891
C 0.096 0.466 4.358
C 3.706 -0.130 -2.714
C 3.760 -2.362 -2.077
N -0.075 2.186 0.023
S -0.665 1.588 -1.469
C -2.702 3.957 0.009
C 2.006 -0.258 3.003
C -4.790 -1.986 -0.590
F 0.132 3.967 -2.419
Se -2.592 -1.373 2.507
H -5.659 -2.012 -1.250
N 2.085 -0.250 0.528
H 1.567 -0.204 5.829
O -1.664 2.753 2.063
C -0.262 2.796 -2.886
C 2.590 2.538 2.371
H -4.284 -1.192 -3.117
C 0.676 0.426 5.775
H 2.411 -1.942 1.805
Sr -1.684 0.690 0.860
H -4.895 -2.742 0.188
O -0.089 0.334 -1.837
H -0.376 -0.490 4.106
C -2.413 -2.772 -0.800
C -3.423 -1.681 -2.673
H 3.625 2.454 2.712
H 4.553 -1.689 -3.977
H -1.456 -0.306 -4.754
F -2.493 4.415 -1.206
H -0.115 -4.612 -0.845
H -0.061 0.008 6.462
H -0.210 -2.457 -3.338
C -1.221 -2.894 -1.511
C 1.612 2.120 3.466
C 1.793 -1.050 1.709
H 0.893 -3.272 -1.402
O -2.140 1.581 -1.404
H -0.722 1.195 4.321
N 1.029 0.797 3.285
C -2.246 -1.780 -3.400
H 2.132 2.183 4.442
H 2.479 1.907 1.488
H 0.780 2.830 3.540
C 3.078 0.200 -1.554
H -1.717 -1.877 -5.492
F 2.896 -3.149 -0.086
*
```

The frontier orbital gap is 0.1612 Ha. The energy above the lowest of the compared OMol25 structures with the same formula, charge and spin comes out at 52.53 kcal/mol. As for the LUMO energy: 4.12 eV. The calculation puts the HOMO energy at -0.00986 Ha. Its largest force on an atom is 6.44 eV Å⁻¹.

C23H27F6N4S | ωB97M-V/def2-TZVPD

```
! wB97M-V def2-TZVPD RIJCOSX def2/J DEFGRID3
* xyz 1 1
H 0.242 -3.697 -0.529
C 5.342 1.285 -1.743
C 1.132 -1.831 -0.749
N -0.880 2.577 2.149
C 0.510 2.262 2.500
C -5.213 3.385 1.794
H 0.853 1.363 1.973
H -3.567 -1.511 -3.849
H -1.156 -1.554 0.843
H 4.463 -3.994 -1.302
C -3.832 2.097 3.858
H -1.546 -2.507 -3.116
H -3.446 3.056 0.595
C -1.218 -2.216 -0.033
C -1.125 4.019 2.009
H -6.838 3.582 3.183
H 2.315 -3.504 -0.637
S 0.850 -0.187 -0.927
H -5.716 3.941 1.001
C 3.810 -0.654 -1.456
H -3.276 1.642 4.686
N -3.056 -0.801 -0.786
C 4.658 -2.929 -1.373
H -1.830 -3.101 0.218
C 5.112 -0.198 -1.634
C -5.129 2.556 4.072
H -1.141 -0.740 -1.600
C 7.119 -3.402 -1.584
H -2.921 0.077 -0.302
C 6.190 -1.080 -1.659
H 2.969 0.052 -1.426
H -0.149 4.508 1.993
C 3.592 -2.013 -1.265
N 0.139 -2.695 -0.390
F 6.433 1.581 -2.503
C 5.955 -2.447 -1.544
H -4.026 0.211 -2.401
C -3.227 2.195 2.564
H -1.630 0.666 2.449
F 7.817 -3.294 -2.757
F 5.539 1.848 -0.511
N 2.335 -2.521 -0.909
C -1.885 -1.478 -1.198
F 4.270 1.929 -2.301
C -3.650 -1.900 -2.829
C -5.838 3.176 3.027
F 6.743 -4.703 -1.461
H -1.633 4.237 1.063
C -2.300 -2.444 -2.326
F 8.007 -3.142 -0.574
H 1.120 3.115 2.183
H -5.055 -0.865 -1.461
H -1.747 4.399 2.836
C -3.928 2.914 1.561
H -4.430 -2.669 -2.831
H 0.613 2.119 3.593
H 7.207 -0.703 -1.770
H -2.427 -3.448 -1.907
H -5.608 2.465 5.048
C -4.038 -0.755 -1.865
C -1.870 1.727 2.309
*
```

The frontier orbital gap is 0.2101 Ha. As for the LUMO energy: -4.55 eV. The calculation puts the HOMO energy at -0.37723 Ha. Its largest force on an atom is 2.21 eV Å⁻¹.

C23H27MgN3S4 | ωB97M-V/def2-TZVPD

```
! wB97M-V def2-TZVPD RIJCOSX def2/J DEFGRID3
* xyz 0 1
H 2.322 -0.257 -3.696
C 3.589 1.151 0.483
H 0.100 1.272 5.534
S -0.070 -0.618 3.465
H -2.411 -1.102 -2.240
C -0.947 3.040 4.932
C 5.813 1.728 -0.363
H -5.356 -2.989 -0.962
H -4.100 -1.515 -2.547
C 0.905 1.340 -3.404
C -0.679 1.038 3.563
H 1.352 -2.448 -1.315
H 6.557 2.491 -0.560
S -1.737 0.897 0.993
H -2.574 -4.617 -0.991
H -2.524 -2.756 1.091
C 0.012 1.913 -2.517
C -1.671 3.672 3.924
C 6.092 0.394 -0.661
Mg 0.570 -0.304 1.197
H -0.535 2.811 -2.772
H -0.757 3.556 5.865
H -4.896 -2.028 0.452
H -3.675 -0.462 -1.175
N -0.949 -2.242 -0.005
H -2.472 3.464 1.952
N 0.502 0.222 -0.925
C -1.394 1.706 2.550
C -3.368 -1.334 -1.757
H 4.407 3.124 0.442
C -3.245 -2.550 -0.838
C -0.467 1.758 4.751
C 3.886 -0.186 0.142
C 1.362 -0.342 -1.783
H 7.046 0.105 -1.081
H -4.543 -3.766 0.401
H -0.277 2.682 0.362
H 2.861 -1.854 -2.019
H -1.721 2.673 -0.668
C -4.592 -2.852 -0.197
C 4.604 2.088 0.196
H -1.870 -3.545 -2.220
C -1.896 2.995 2.743
C -0.148 1.343 -1.261
S 2.728 -1.520 0.358
C 5.125 -0.553 -0.396
H -2.059 4.674 4.062
C -0.962 2.046 -0.204
C 1.605 0.204 -3.030
H -3.546 -4.060 -2.357
H 5.319 -1.601 -0.596
C -2.773 -3.762 -1.645
H 1.063 1.783 -4.380
C 2.051 -1.608 -1.336
S 2.132 1.730 1.250
H -0.787 -1.652 -0.813
H -0.663 -3.184 -0.266
N -2.342 -2.192 0.271
*
```

The frontier orbital gap is 0.2543 Ha. The energy above the lowest of the compared OMol25 structures with the same formula, charge and spin comes out at 10.55 kcal/mol. As for the LUMO energy: -0.01 eV. The calculation puts the HOMO energy at -0.25485 Ha. Its largest force on an atom is 0.29 eV Å⁻¹.